No. 1
Density functional theory data (wB97M-V/def2-TZVPD) for a single C7H11N3O3 molecule.

Positions of all 24 atoms, in Å:
C1 0.00 1.85 0.06
C2 1.41 0.22 0.01
C3 -1.15 0.99 0.02
C4 -0.88 -0.65 -0.01
C5 0.43 3.23 -0.23
C6 -1.68 -1.04 -1.19
C7 -1.11 -1.13 1.48
N1 0.62 -0.80 -0.18
N2 0.91 -2.11 -0.48
N3 2.77 0.05 0.11
O1 3.43 0.91 0.64
O2 -2.29 1.40 -0.04
O3 3.30 -1.05 -0.09
H1 -0.40 3.74 0.17
H2 0.50 3.47 -1.18
H3 1.35 3.35 0.31
H4 -1.83 -2.19 -1.19
H5 -1.24 -0.74 -2.12
H6 -2.77 -0.68 -1.28
H7 -0.58 -0.52 2.13
H8 -0.80 -2.14 1.64
H9 -2.12 -1.00 1.64
H10 0.25 -2.79 0.02
H11 1.91 -2.37 -0.23

The HOMO energy comes out at -7.41 eV. As for the relative energy (zero: lowest compared OMol25 entry of this formula, charge and spin): 1006.0 kJ/mol. For the energy, the calculation gives -662.9759 Ha. As for the largest force on an atom: 6.65 eV/Å. As for the HOMO-LUMO gap: 0.207 Ha.

No. 2
Density functional theory data (wB97M-V/def2-TZVPD) for a molecular structure, C2H2Cl3P.

Positions of all 8 atoms, in Å:
C1 1.34 -0.01 0.07
C2 0.11 -0.39 -0.10
P1 -1.51 0.25 -0.55
Cl1 -0.29 -2.58 -0.43
Cl2 -0.97 2.21 -0.58
Cl3 -2.39 0.15 1.25
H1 2.18 -0.68 0.19
H2 1.54 1.05 0.14

The HOMO energy comes out at -10.23 eV. As for the relative energy (zero: lowest compared OMol25 entry of this formula, charge and spin): 123.3 kJ/mol. For the energy, the calculation gives -1799.3181 Ha. As for the largest force on an atom: 3.29 eV/Å. As for the HOMO-LUMO gap: 0.343 Ha.

No. 3
Density functional theory data (wB97M-V/def2-TZVPD) for 15 unconnected molecules or ions with the total composition H29O15.

Positions of all 44 atoms, in Å:
O1 -4.54 -1.89 1.13
H1 -4.47 -1.04 0.58
H2 3.40 2.03 1.91
O2 -0.40 0.03 2.84
H3 -0.76 0.23 1.94
H4 2.23 -4.26 -0.33
O3 4.33 2.15 1.49
H5 -0.58 -1.20 -2.85
H6 0.71 -1.73 -0.31
O4 1.63 1.61 0.73
H7 -0.07 2.10 -1.44
H8 1.08 1.48 -0.15
O5 0.33 0.29 5.22
H9 0.59 1.00 4.61
H10 0.44 2.40 -4.20
O6 -1.64 -0.03 -0.24
H11 -4.33 3.52 -1.10
H12 -0.97 0.67 -0.77
O7 -1.46 -1.30 -2.92
H13 -0.34 -0.01 4.68
H14 0.40 0.05 2.81
O8 1.56 -0.45 -2.44
H15 1.92 -0.03 -3.07
H16 -4.11 -2.46 0.40
O9 0.25 1.26 -1.30
H17 1.05 0.90 -4.69
H18 4.19 2.32 0.60
O10 -3.47 3.68 -0.95
H19 2.34 1.02 0.87
O11 -3.68 1.08 -1.90
H20 -3.35 1.88 -1.69
H21 -3.39 3.11 -0.12
O12 2.74 -1.83 3.00
H22 2.32 -2.57 3.39
H23 2.72 -1.03 3.59
O13 1.09 1.91 -4.83
H24 -1.72 -0.40 -2.62
H25 1.03 0.37 -2.00
O14 0.51 -2.64 0.17
H26 -2.12 0.39 0.57
H27 -3.18 0.99 -2.72
O15 3.06 -4.33 0.11
H28 -0.29 -2.58 0.60
H29 2.71 -3.54 0.71

The HOMO energy comes out at -7.48 eV. The charge is -1. As for the relative energy (zero: lowest compared OMol25 entry of this formula, charge and spin): 456.1 kJ/mol. For the energy, the calculation gives -1145.8988 Ha. As for the largest force on an atom: 15.57 eV/Å. As for the HOMO-LUMO gap: 0.352 Ha.

No. 4
Density functional theory data (wB97M-V/def2-TZVPD) for 2 unconnected molecules or ions with the total composition C4H8P2.

Positions of all 14 atoms, in Å:
C1 1.81 -0.95 -0.44
C2 1.14 0.07 -1.40
C3 -1.43 1.17 0.87
C4 -0.34 0.10 0.71
P1 -2.06 -0.27 -0.09
P2 1.36 0.53 0.30
H1 1.06 -1.66 -0.28
H2 2.89 -1.09 -0.52
H3 1.77 0.43 -2.15
H4 0.05 -0.06 -1.69
H5 -1.99 1.30 1.75
H6 -1.27 2.18 0.27
H7 -0.24 -0.95 1.70
H8 -2.76 -0.79 0.97

The HOMO energy comes out at -8.69 eV. As for the relative energy (zero: lowest compared OMol25 entry of this formula, charge and spin): 343.8 kJ/mol. For the energy, the calculation gives -839.7545 Ha. As for the largest force on an atom: 5.87 eV/Å. As for the HOMO-LUMO gap: 0.351 Ha.

No. 5
Density functional theory data (wB97M-V/def2-TZVPD) for a single C5H10O2S molecule.

Positions of all 18 atoms, in Å:
C1 1.48 -0.40 -2.78
C2 0.13 0.23 -2.50
C3 -0.35 -0.19 -0.20
C4 -0.71 -0.23 2.15
C5 -0.60 0.77 3.28
H1 2.29 0.29 -2.51
H2 1.54 -0.63 -3.83
H3 1.59 -1.32 -2.22
H4 -0.02 1.16 -3.09
H5 -0.68 -0.47 -2.72
H6 -1.72 -0.59 2.04
H7 -0.05 -1.09 2.29
H8 0.39 1.15 3.38
H9 -1.30 1.64 3.11
H10 -0.88 0.31 4.20
O1 0.04 0.67 -1.14
O2 -0.33 0.47 0.95
S1 -0.79 -1.77 -0.41

As for the SMILES: CCOC(=S)OCC. The HOMO energy comes out at -8.83 eV. As for the relative energy (zero: lowest compared OMol25 entry of this formula, charge and spin): 50.1 kJ/mol. For the energy, the calculation gives -745.1724 Ha. As for the largest force on an atom: 1.42 eV/Å. As for the HOMO-LUMO gap: 0.358 Ha.

No. 6
Density functional theory data (wB97M-V/def2-TZVPD) for 10 unconnected molecules or ions with the total composition C46H113N13O10.

Positions of all 182 atoms, in Å:
C1 2.35 3.20 -6.19
C2 1.77 3.29 -4.76
C3 2.96 3.31 -3.82
C4 2.60 3.85 -2.44
C5 2.05 5.26 -2.62
C6 0.79 5.31 -3.46
N1 0.99 4.51 -4.67
O1 -0.15 4.46 -5.49
C7 -0.42 4.79 -2.65
C8 0.56 6.76 -3.88
C9 0.93 2.03 -4.52
H1 2.65 4.21 -6.50
H2 1.64 2.93 -6.97
H3 3.20 2.52 -6.24
H4 3.31 2.28 -3.65
H5 3.84 3.84 -4.20
H6 3.50 3.89 -1.82
H7 1.89 3.25 -1.87
H8 2.85 5.94 -2.93
H9 1.79 5.65 -1.63
H10 -1.33 5.12 -3.15
H11 -0.46 3.70 -2.59
H12 -0.43 5.24 -1.66
H13 0.67 7.44 -3.03
H14 1.25 7.04 -4.67
H15 -0.47 6.93 -4.22
H16 0.18 1.90 -5.30
H17 0.49 2.05 -3.52
H18 1.56 1.14 -4.61
H19 -0.02 5.17 -6.13
C10 0.77 4.84 3.24
C11 1.28 4.70 1.80
C12 1.22 6.04 1.01
C13 2.38 6.97 1.38
C14 3.66 6.18 1.17
C15 3.81 5.00 2.12
N2 2.65 4.16 1.78
O2 2.74 2.91 2.44
C16 5.07 4.22 1.78
C17 3.88 5.48 3.59
C18 0.32 3.78 1.05
H20 1.23 5.67 3.76
H21 1.02 3.95 3.81
H22 -0.31 5.00 3.27
H23 1.19 5.85 -0.06
H24 0.35 6.50 1.48
H25 2.30 7.31 2.41
H26 2.41 7.85 0.73
H27 4.56 6.81 1.11
H28 3.61 5.78 0.15
H29 4.97 3.79 0.78
H30 5.92 4.91 1.79
H31 5.23 3.44 2.52
H32 4.93 5.40 3.91
H33 3.57 6.51 3.72
H34 3.32 4.87 4.30
H35 -0.70 4.18 1.05
H36 0.16 2.82 1.55
H37 0.68 3.49 0.06
H38 3.03 2.32 1.74
C19 -0.77 -4.60 0.68
C20 -1.09 -5.29 2.00
C21 -0.08 -6.42 2.23
C22 -0.10 -7.03 3.62
C23 0.09 -5.87 4.59
C24 -0.96 -4.78 4.47
N3 -1.05 -4.34 3.09
O3 -1.94 -3.28 2.90
C25 -2.34 -5.24 4.99
C26 -0.51 -3.62 5.38
C27 -2.50 -5.95 1.86
H39 0.26 -4.21 0.71
H40 -1.37 -3.71 0.50
H41 -0.87 -5.27 -0.18
H42 -0.34 -7.23 1.53
H43 0.93 -6.08 1.97
H44 0.69 -7.77 3.74
H45 -1.00 -7.59 3.92
H46 1.10 -5.47 4.44
H47 0.09 -6.18 5.64
H48 -2.56 -6.30 4.83
H49 -2.45 -5.06 6.07
H50 -3.16 -4.66 4.57
H51 -0.78 -3.77 6.42
H52 0.57 -3.47 5.31
H53 -0.89 -2.65 5.05
H54 -2.56 -6.98 2.22
H55 -2.69 -6.17 0.80
H56 -3.30 -5.34 2.29
H57 -1.45 -2.56 2.47
C28 -1.80 0.91 5.52
O4 -2.10 1.60 6.48
N4 -0.71 1.06 4.73
N5 -2.56 -0.16 5.12
H58 -0.56 0.44 3.95
H59 -0.07 1.82 4.90
H60 -3.31 -0.35 5.77
H61 -2.23 -0.79 4.41
C29 -2.29 0.04 1.73
O5 -1.50 -0.66 2.36
N6 -3.08 -0.45 0.75
N7 -2.54 1.35 2.02
H62 -2.96 -1.40 0.44
H63 -3.80 0.13 0.33
H64 -3.31 1.76 1.52
H65 -2.10 1.77 2.82
C30 -4.21 -2.98 -1.56
O6 -3.12 -2.79 -2.08
N8 -5.36 -2.42 -2.07
N9 -4.38 -3.72 -0.44
H66 -6.17 -2.35 -1.48
H67 -5.31 -1.80 -2.86
H68 -3.60 -4.23 -0.04
H69 -5.28 -3.93 -0.03
C31 -0.99 -2.10 -6.47
C32 -1.46 -3.34 -5.74
C33 -0.39 -3.90 -4.81
O7 -0.58 -5.28 -4.60
C34 0.14 -5.76 -3.49
N10 -2.70 -3.07 -5.02
H70 -0.81 -1.27 -5.77
H71 -1.74 -1.74 -7.17
H72 -0.09 -2.25 -7.07
H73 -1.73 -4.10 -6.48
H74 -0.33 -3.39 -3.84
H75 0.60 -3.75 -5.28
H76 -0.26 -5.33 -2.57
H77 1.21 -5.56 -3.58
H78 -0.04 -6.83 -3.43
H79 -2.68 -2.54 -4.15
H80 -3.17 -3.94 -4.84
C35 3.90 -1.49 3.51
C36 3.46 -2.60 2.56
C37 4.20 -3.89 2.80
O8 3.84 -4.89 1.87
C38 4.02 -6.18 2.36
N11 2.01 -2.83 2.75
H81 3.55 -0.53 3.13
H82 4.99 -1.50 3.56
H83 3.49 -1.65 4.51
H84 3.55 -2.21 1.54
H85 3.99 -4.22 3.83
H86 5.29 -3.78 2.76
H87 3.32 -6.48 3.16
H88 5.01 -6.31 2.82
H89 3.89 -6.87 1.53
H90 1.70 -3.56 2.11
H91 1.83 -3.21 3.67
C39 2.77 0.34 -0.35
C40 1.36 -0.06 -0.02
C41 0.85 -1.41 -0.58
O9 1.04 -1.50 -1.98
C42 -0.01 -0.88 -2.69
N12 1.29 -0.14 1.44
H92 2.88 1.43 -0.27
H93 3.00 0.15 -1.41
H94 3.55 -0.16 0.23
H95 0.65 0.68 -0.41
H96 -0.22 -1.48 -0.35
H97 1.39 -2.23 -0.10
H98 0.15 -1.05 -3.75
H99 0.07 0.20 -2.52
H100 -1.00 -1.24 -2.39
H101 0.36 -0.40 1.77
H102 1.75 -1.01 1.72
C43 -6.02 3.09 -0.67
C44 -5.55 1.90 -1.48
C45 -4.19 2.14 -2.09
O10 -3.87 1.02 -2.88
C46 -2.86 1.23 -3.83
N13 -5.45 0.69 -0.64
H103 -6.31 3.89 -1.36
H104 -5.27 3.50 0.00
H105 -6.92 2.85 -0.10
H106 -6.26 1.69 -2.29
H107 -3.40 2.23 -1.32
H108 -4.16 3.10 -2.61
H109 -1.83 1.17 -3.43
H110 -2.97 2.20 -4.34
H111 -2.87 0.44 -4.58
H112 -5.00 -0.06 -1.16
H113 -6.37 0.33 -0.39

As for the SMILES: CC1(C)CCCC(C)(C)N1O.CC1(C)CCCC(C)(C)N1O.CC1(C)CCCC(C)(C)N1O.COC[C@H](C)N.COC[C@H](C)N.COC[C@H](C)N.COC[C@H](C)N.NC(N)=O.NC(N)=O.NC(N)=O. The HOMO energy comes out at -8.08 eV. As for the relative energy (zero: lowest compared OMol25 entry of this formula, charge and spin): 0.0 kJ/mol. For the energy, the calculation gives -3284.6514 Ha. As for the largest force on an atom: 2.46 eV/Å. As for the HOMO-LUMO gap: 0.305 Ha.